[1]
Entry from OMol25: a molecular structure, C3H4CsO (the ωB97M-V functional and the def2-TZVPD basis).

Each line ends with the Mulliken spin population.
Element x y z (Å)
O -3.79481 -1.67014 1.81571  0.04
C -4.02486 -0.66955 1.03942  0.00
H -3.09195 -1.51543 2.47940  -0.01
H -3.91040 0.34701 1.43181  0.00
H -4.77524 -0.85888 0.26588  0.00
C -1.88694 -0.95999 -0.40782  0.38
C -0.72948 -0.39586 -0.28849  0.58
H -2.38602 -1.71485 -1.01936  0.00
Cs 3.43573 0.92516 -1.23343  0.00

Summary:
⟨S²⟩: 0.765
Multiplicity: 2
E_LUMO (alpha / beta) in eV: -9.66 / -11.12
Total charge: +2
Highest occupied orbital energy (alpha / beta) in eV: -18.74 / -18.28

[2]
Entry from OMol25: C5H6N2O2 in the gas phase (the ωB97M-V functional and the def2-TZVPD basis).

Each line ends with the natural charge from an NBO analysis.
Element x y z (Å)
C -1.67843 -0.08337 -0.24401  0.68
C 0.39701 0.59998 0.63855  -0.13
C 1.61806 0.75599 -0.15602  -0.34
C 1.85247 -0.35763 -0.78789  0.17
C 0.18254 -0.89964 0.65478  0.36
H -3.32757 -0.89839 -0.71437  0.37
H -1.11643 1.90986 0.04676  0.41
H 0.37727 1.03984 1.67493  0.21
H 2.17039 1.68551 -0.24165  0.23
H 2.64625 -0.61536 -1.48303  0.21
H 0.55186 -1.49869 1.50276  0.19
N -2.81061 -0.02625 -0.72102  -0.72
N -0.75572 0.96092 -0.13479  -0.64
O 1.02802 -1.38543 -0.47505  -0.51
O -1.13509 -1.18736 0.44005  -0.48

Summary:
SMILES string: [H]/N=C1/N[C@@H]2C=CO[C@@H]2O1
ΔE to the lowest compared entry with this formula, charge and spin in kJ/mol: 122.36
Multiplicity: 1
E_LUMO in eV: 0.77
Highest occupied orbital energy in eV: -9.05

[3]
Entry from OMol25: a molecular structure, C2HAgLiO3 (the ωB97M-V functional and the def2-TZVPD basis).

Each line ends with the Mulliken spin population.
Element x y z (Å)
C 1.17555 1.24790 -0.06757  0.69
H 1.78035 1.74478 0.71465  0.03
O 0.11225 0.67644 0.71928  -0.01
C -0.81647 -0.03098 0.06892  0.04
O -1.73098 -0.50995 0.78615  -0.01
O -0.43452 -0.64388 -0.98191  -0.01
Li 0.96397 0.30201 -1.85460  0.05
Ag -1.05016 -2.78633 0.61507  0.22

Summary:
⟨S²⟩: 0.760
ΔE to the lowest compared entry with this formula, charge and spin in kJ/mol: 233.22
Multiplicity: 2
E_LUMO (alpha / beta) in eV: -1.84 / -1.79
Highest occupied orbital energy (alpha / beta) in eV: -5.57 / -8.37

[4]
Entry from OMol25: a molecular structure, C33H46BeI2NO17S2 (the ωB97M-V functional and the def2-TZVPD basis).

Each line ends with the Mulliken charge.
Element x y z (Å)
C 3.33494 -3.10789 -0.63541  -1.23
C 3.36620 -1.61234 -0.79841  -0.07
I 5.28723 -0.84409 -1.17325  0.10
C 2.27222 -0.87253 -0.72496  -0.31
I 2.29975 1.22189 -0.97677  0.24
C 0.94486 -1.49170 -0.45570  0.16
O 0.63049 -1.90435 0.64364  -0.33
O 0.15040 -1.58649 -1.56217  0.32
C -0.60292 -2.80656 -1.64680  -0.64
C -2.08985 -2.62601 -1.49558  -0.69
C -2.56661 -2.07635 -0.15542  0.94
C -4.06714 -2.41914 -0.09944  -1.47
C -2.45540 -0.54566 -0.05122  -1.29
H 3.36559 -3.54097 -1.63144  0.29
H 2.43935 -3.43294 -0.12094  0.26
H 4.16926 -3.45479 -0.03867  0.49
H -0.42515 -3.16802 -2.68310  0.28
H -0.19515 -3.57642 -1.00380  0.46
H -2.52330 -3.62331 -1.58480  0.48
H -2.47487 -2.05158 -2.33738  0.22
H -2.02260 -2.50184 0.68265  0.20
H -4.16513 -3.49582 -0.14013  0.57
H -4.50424 -1.97926 0.79146  0.47
H -4.50204 -1.94872 -0.97407  -0.10
H -2.61184 -0.27581 0.98884  0.37
H -3.26274 -0.06989 -0.59806  0.26
H -1.49038 -0.15683 -0.34958  0.15
Be 0.43545 -2.06706 -4.00069  0.56
C -8.65052 -0.54923 0.86783  -0.31
C -9.00893 0.80517 0.29382  -0.40
O -7.76818 1.51795 0.26140  -0.32
S -6.56600 0.49032 -0.01615  1.21
O -6.25718 0.50784 -1.39894  -0.58
O -5.58089 0.67655 0.98067  -0.52
O -7.37690 -0.85805 0.29569  -0.27
H -8.53923 -0.50589 1.95334  0.28
H -9.37378 -1.31737 0.60810  0.30
H -9.73457 1.33933 0.90049  0.31
H -9.38198 0.71881 -0.72930  0.29
C 1.36104 3.78642 2.48848  0.71
O 2.60397 3.59453 2.55254  -0.70
O 0.66507 2.67770 1.95899  -0.39
O 0.69503 4.76920 2.80646  -0.67
H 1.45852 2.13246 1.83706  0.19
C -5.73897 -3.78074 -2.75107  -0.46
O -5.54749 -4.44526 -1.61994  -0.49
H -5.84967 -2.67053 -2.64045  0.10
H -4.95039 -3.88105 -3.52809  0.22
H -6.67950 -4.03619 -3.29945  0.32
O 1.84185 -2.15013 -7.25915  -0.63
H 1.97942 -1.57376 -6.49122  0.25
C 1.77153 -3.48721 5.07125  0.09
O 2.06915 -4.10605 6.07922  -0.64
N 0.86594 -2.50164 5.00855  0.25
C 0.56834 -1.80644 3.76688  -0.87
C 0.16465 -2.11918 6.22167  -0.97
H 2.24634 -3.69960 4.09804  0.32
H 0.78427 -0.74276 3.88093  0.44
H -0.48750 -1.93280 3.52017  0.37
H 1.16906 -2.20293 2.95568  0.05
H 0.88048 -1.79227 6.97683  0.25
H -0.38249 -2.97525 6.61859  0.31
H -0.52879 -1.31137 6.00504  0.39
O 7.54912 -2.62915 5.26280  -0.64
S 7.51664 -1.63521 6.29163  1.24
O 8.14242 -1.87711 7.55538  -0.62
O 6.01435 -1.18499 6.52540  -0.27
C 5.02983 -2.19814 6.83402  -0.17
C 5.15868 -2.71625 8.25154  -1.07
C 8.10182 -0.10414 5.65054  -0.94
H 5.08821 -3.01032 6.10891  0.32
H 4.05959 -1.72228 6.71102  0.14
H 6.09524 -3.25329 8.39523  0.33
H 4.33899 -3.39937 8.47409  0.38
H 5.14404 -1.89170 8.96484  0.29
H 7.60777 0.09598 4.70406  0.32
H 9.17477 -0.20694 5.50493  0.37
H 7.89484 0.67984 6.37355  0.31
C 0.92383 8.05197 -6.90493  -0.44
C -0.01855 8.34741 -5.92480  -0.48
C -0.45702 7.35849 -5.06194  -0.55
C 0.03643 6.06588 -5.18135  0.19
C 0.96517 5.76434 -6.17889  0.17
C 1.41392 6.76428 -7.03235  -0.59
C 1.47296 4.37450 -6.35510  0.67
O 2.28329 4.11473 -7.21962  -0.67
C 0.95412 3.31290 -5.44809  0.30
C 1.37167 2.00196 -5.63094  -1.25
C 0.90747 1.00996 -4.78597  0.37
C 0.03207 1.32039 -3.75101  0.63
C -0.39287 2.62478 -3.56779  -1.14
C 0.05885 3.62279 -4.41983  0.38
C -0.43342 5.01710 -4.23194  0.53
O -1.20010 5.29137 -3.33595  -0.65
H 1.27176 8.82898 -7.57291  0.40
H -0.40879 9.35253 -5.83418  0.39
H -1.18479 7.58575 -4.29550  0.48
H 2.14248 6.53036 -7.79598  0.47
H 2.05411 1.75981 -6.43391  0.47
H 1.23382 -0.01494 -4.93768  -0.36
H -0.32462 0.54277 -3.08426  0.05
H -1.07621 2.86891 -2.76576  0.53

Summary:
Multiplicity: 1
E_LUMO in eV: -3.73
Total charge: -1
Highest occupied orbital energy in eV: -5.08

[5]
Entry from OMol25: 2 unconnected molecules or ions with the total composition C3H6N2O2 (the ωB97M-V functional and the def2-TZVPD basis).

Each line ends with the natural charge from an NBO analysis.
Element x y z (Å)
C 1.07633 0.02062 0.16376  0.46
C 1.03288 -1.31029 0.17833  -0.60
N -2.33374 -0.82225 -0.08910  -0.74
C -2.24344 0.33759 0.03486  0.86
N 1.17540 0.78388 -0.95615  -0.84
O 0.96981 0.70295 1.33932  -0.67
O -2.19178 1.50412 0.17119  -0.53
H 0.61147 1.57350 1.10165  0.47
H -3.28185 -1.11894 0.14339  0.41
H 1.73798 0.33273 -1.67473  0.39
H 1.48877 1.73338 -0.79086  0.37
H 0.91279 -1.84562 1.11394  0.22
H 1.04537 -1.89167 -0.73561  0.20

Summary:
SMILES string: C=C(N)O.N=C=O
ΔE to the lowest compared entry with this formula, charge and spin in kJ/mol: 215.70
Multiplicity: 1
E_LUMO in eV: 0.66
Highest occupied orbital energy in eV: -7.99

- Look up the multiplicity of the fifth one.
  1

- What is the multiplicity in the first record?
  2

- Which formula does entry 4 have?
  C33H46BeI2NO17S2